ORCA calculation (the ωB97M-V functional and the def2-TZVPD basis) on a single C4H7NO molecule.

XYZ file:
```
13
Properties=species:S:1:pos:R:3:forces:R:3:mulliken_charge:R:1
C 1.868 -0.239 0.803 0.1 0.0 0.2 -1.04
C 0.688 0.469 0.201 0.1 0.1 0.1 0.90
O 0.516 1.689 0.304 0.1 -0.3 0.0 -0.69
C -0.154 -0.376 -0.617 0.1 0.1 0.2 -0.70
C -1.502 -0.687 -0.133 -0.2 -0.1 0.1 -0.23
N -1.359 0.475 -1.031 0.4 0.2 -0.1 -0.22
H 1.578 -1.248 1.118 0.1 0.1 0.0 0.32
H 2.280 0.337 1.631 0.0 -0.1 0.0 0.33
H 2.627 -0.354 0.021 -0.1 0.0 0.2 0.26
H -1.306 0.388 -2.028 -0.9 0.1 -0.2 0.32
H -1.820 -0.349 0.858 0.0 0.0 -0.1 0.20
H -2.097 -1.515 -0.516 0.2 0.1 0.0 0.23
H -1.321 1.408 -0.611 0.1 -0.1 -0.1 0.30
```
Forces are in eV/Å.

Relative energy (zero: lowest compared OMol25 entry of this formula, charge and spin): 81.4 kcal/mol
Multiplicity: 1
LUMO energy: 0.93 eV
E: -7796.1163 eV
Largest force on an atom: 0.9 eV/A
Structure (SMILES): C/C([O-])=C1\C[NH2+]1

ORCA calculation (the ωB97M-V functional and the def2-TZVPD basis) on 6 unconnected molecules or ions with the total composition C68H40O16 in a non-equilibrium geometry.

XYZ file:
```
124
Properties=species:S:1:pos:R:3:forces:R:3:mulliken_charge:R:1
C 28.912 28.184 8.957 0.3 0.2 1.1 -0.43
C 29.377 26.882 8.652 -0.4 1.4 2.1 -0.84
C 29.779 26.061 9.705 0.6 0.6 1.4 -0.49
C 29.769 26.536 11.051 -1.7 0.7 -0.2 0.15
C 29.174 27.832 11.343 0.9 -1.0 -1.6 0.61
C 28.837 28.683 10.277 -0.2 -1.8 -0.6 -0.48
C 28.789 28.256 12.701 0.7 -0.9 -0.5 0.03
O 28.039 29.187 12.866 -0.1 0.4 0.5 -0.49
C 29.326 27.425 13.798 0.7 -0.4 1.1 0.54
C 29.250 27.964 15.093 -1.2 -0.5 -1.1 -0.83
C 29.560 27.188 16.178 0.4 1.6 1.6 -0.47
C 30.021 25.918 16.039 0.7 -1.1 -1.6 -0.79
C 30.141 25.343 14.765 0.1 0.5 -1.2 -0.41
C 29.874 26.110 13.613 -0.9 0.6 0.0 0.49
C 29.968 25.515 12.179 -0.7 3.4 0.7 0.77
O 30.062 24.359 11.958 0.5 -2.1 -0.1 -0.62
H 28.544 28.921 8.259 0.1 -0.5 -0.8 0.40
H 29.381 26.539 7.664 0.0 -0.5 -1.3 0.48
H 30.167 25.049 9.586 -0.3 0.2 -0.3 0.45
H 28.325 29.625 10.443 0.3 -0.1 0.2 0.35
H 28.769 28.922 15.255 0.3 0.1 -0.3 0.43
H 29.532 27.688 17.169 -0.1 -0.7 -0.6 0.35
H 30.459 25.391 16.841 -0.1 -0.6 1.0 0.45
H 30.477 24.323 14.565 0.0 0.3 0.5 0.46
C 19.524 26.030 13.831 -0.2 1.9 -0.6 -0.59
C 19.213 24.748 14.272 0.8 1.7 -0.2 -0.94
C 20.231 23.858 14.344 -0.4 -2.3 0.2 -0.19
C 21.511 24.086 13.873 0.4 0.7 0.2 -0.46
C 21.799 25.373 13.377 -2.5 0.7 0.2 0.71
C 20.792 26.405 13.362 0.4 -3.9 0.7 -1.12
C 23.089 25.800 12.896 2.4 -0.8 0.5 0.64
O 23.259 26.884 12.373 0.2 -0.4 -0.1 -0.81
C 24.261 24.832 13.215 -0.9 1.0 -0.4 -0.01
C 25.558 25.288 13.043 0.0 1.1 -1.4 -0.35
C 26.691 24.524 13.202 0.5 1.4 1.5 -0.21
C 26.518 23.253 13.703 -1.3 0.1 -0.3 -0.59
C 25.232 22.776 13.927 -1.5 -0.5 0.9 -0.32
C 24.045 23.565 13.728 0.3 -1.0 -0.1 0.19
C 22.587 23.075 14.075 2.5 0.7 -0.1 0.22
O 22.457 21.994 14.590 -0.6 -0.2 -0.1 -0.65
H 18.760 26.813 13.854 0.1 -0.3 -0.1 0.39
H 18.253 24.474 14.638 -0.6 0.1 0.1 0.98
H 19.893 22.905 14.758 0.9 -0.1 -0.1 0.50
H 21.154 27.290 12.916 -0.4 1.2 -0.1 0.62
H 25.659 26.294 12.649 0.0 0.1 0.2 0.69
H 27.659 25.076 13.304 -0.9 -1.0 -0.7 0.14
H 27.355 22.669 13.955 0.9 -0.8 0.3 0.56
H 25.122 21.792 14.419 -0.1 0.6 -0.5 0.46
C 23.621 18.369 14.804 0.0 -0.5 -0.6 -0.48
C 24.500 18.689 13.800 2.5 1.2 -2.4 -0.21
C 25.200 17.762 13.041 -0.2 -0.7 1.2 -0.90
C 25.064 16.435 13.398 0.2 0.0 -1.7 0.13
C 24.169 16.122 14.367 -1.1 -2.5 2.0 0.34
C 23.401 17.041 15.091 -1.1 -1.7 0.0 -0.68
C 24.008 14.646 14.759 -0.1 -0.7 0.7 0.59
O 23.306 14.267 15.683 0.0 1.0 -0.4 -0.70
C 24.807 13.572 14.074 0.9 1.2 -0.9 0.14
C 24.807 12.272 14.529 -0.5 -0.8 0.9 -0.28
C 25.628 11.337 13.919 -0.4 -1.7 0.7 -0.66
C 26.401 11.697 12.868 1.9 1.0 -3.0 -0.28
C 26.415 12.967 12.294 -1.2 1.1 1.4 -0.60
C 25.634 13.924 12.988 0.2 1.0 -1.3 0.41
C 25.694 15.398 12.526 1.3 -0.7 -0.7 0.40
O 26.316 15.727 11.508 -1.1 -0.7 1.6 -0.66
H 23.104 19.186 15.180 -1.1 1.1 1.2 1.00
H 24.831 19.689 13.434 -1.2 -0.2 1.1 0.20
H 25.895 17.960 12.253 0.1 0.6 -0.4 0.49
H 22.571 16.510 15.696 1.6 1.6 -0.5 0.26
H 24.177 11.985 15.387 0.3 0.3 -0.6 0.43
H 25.674 10.248 14.167 -0.3 1.2 0.3 0.32
H 27.108 11.093 12.303 -0.4 -1.0 0.7 0.33
H 26.982 13.230 11.380 -0.4 -0.2 0.9 0.42
C 13.074 25.764 13.244 -1.6 -0.4 0.4 -0.95
C 11.796 25.548 13.780 -1.3 0.6 -0.4 -0.20
C 11.559 24.979 15.020 -0.7 0.0 -1.3 -0.76
C 12.650 24.630 15.751 -0.8 -1.7 2.1 0.57
C 13.901 24.691 15.219 1.4 0.1 -0.5 0.28
C 14.106 25.239 13.974 1.7 1.0 -0.7 -0.40
C 15.087 24.128 15.885 0.1 -0.8 2.1 0.31
O 16.225 24.188 15.464 -0.5 0.0 -0.1 -0.61
C 14.800 23.454 17.246 1.0 -0.4 0.6 0.22
C 15.832 22.793 17.970 -0.8 1.4 -0.1 -0.51
C 15.693 22.367 19.291 -0.7 -0.8 -0.2 -0.67
C 14.402 22.408 19.887 1.2 0.1 -0.5 -0.51
C 13.390 22.900 19.123 -0.6 0.9 -0.5 -0.56
C 13.573 23.480 17.876 -1.1 -0.1 -1.5 0.32
C 12.361 23.925 17.063 0.8 0.2 0.2 0.50
O 11.218 23.701 17.384 0.2 -0.1 0.3 -0.63
H 13.143 26.262 12.290 0.4 -0.1 0.0 0.43
H 10.868 25.833 13.269 0.7 0.1 -0.3 0.33
H 10.541 24.665 15.310 0.7 0.6 0.1 0.40
H 15.155 25.335 13.657 -0.6 -0.2 -0.1 0.42
H 16.741 22.837 17.435 1.3 -0.5 -0.1 0.69
H 16.523 21.866 19.806 -0.3 0.5 -0.2 0.40
H 14.159 22.116 20.901 0.4 -0.3 0.0 0.39
H 12.390 22.971 19.458 -0.9 -0.2 0.7 0.49
C 20.486 18.469 17.802 1.4 1.1 1.5 -1.11
C 21.131 19.279 18.708 0.1 -0.4 -1.0 0.30
C 20.953 20.803 18.734 -1.3 0.4 -0.6 0.67
O 21.444 21.516 19.600 0.3 -1.3 -0.3 -0.63
C 20.076 21.314 17.700 -0.1 -1.4 0.2 -0.66
C 19.290 20.490 16.971 2.5 -0.2 1.0 0.31
C 19.474 19.020 16.941 -0.8 -1.0 0.8 0.78
O 18.681 18.332 16.319 0.3 0.4 -0.4 -0.64
O 18.435 21.010 16.189 -2.5 2.0 -2.2 -0.36
O 22.054 18.888 19.591 -0.9 -0.8 -0.8 -0.56
H 20.694 17.422 17.761 0.0 -0.5 0.1 0.52
H 19.938 22.343 17.566 -0.1 1.4 0.1 0.72
H 17.937 20.454 15.570 0.4 -0.7 0.5 0.31
H 22.198 19.707 20.058 0.8 0.9 1.1 0.37
C 26.302 31.380 11.471 0.9 2.2 -1.5 -1.16
C 26.845 32.101 12.449 0.7 0.3 0.1 0.37
C 26.666 31.838 13.879 -0.3 -0.1 0.9 0.80
O 27.289 32.509 14.703 -0.3 -0.4 -0.6 -0.71
C 25.676 30.846 14.160 0.6 0.8 0.6 -0.66
C 25.140 30.089 13.204 0.0 0.1 1.3 0.23
C 25.528 30.263 11.785 -1.2 -2.2 -0.6 1.44
O 25.134 29.379 11.030 0.1 0.6 -0.2 -0.71
O 24.303 29.128 13.532 -0.7 -0.5 -1.2 -0.54
O 27.616 33.120 12.193 1.1 1.5 -0.6 -0.59
H 26.491 31.827 10.483 -0.3 -1.0 0.1 0.40
H 25.434 30.791 15.183 -0.5 -0.6 1.1 0.49
H 23.958 28.696 12.699 0.5 0.1 0.7 0.33
H 28.012 33.500 13.010 -0.6 -0.5 -0.1 0.37
```
Forces are in eV/Å.

Multiplicity: 1
LUMO energy: -1.49 eV
E: -103921.9424 eV
Largest force on an atom: 4.0 eV/A
Structure (SMILES): O=C1c2ccccc2C(=O)c2ccccc21.O=C1c2ccccc2C(=O)c2ccccc21.O=C1c2ccccc2C(=O)c2ccccc21.O=C1c2ccccc2C(=O)c2ccccc21.O=C1C=C(O)C(=O)C=C1O.O=C1C=C(O)C(=O)C=C1O

ORCA calculation (the ωB97M-V functional and the def2-TZVPD basis) on a molecular structure, C2H2Li2O2 in a non-equilibrium geometry.

XYZ file:
```
8
Properties=species:S:1:pos:R:3:forces:R:3:mulliken_charge:R:1
O -0.296 0.418 1.891 0.6 0.2 0.5 -0.51
C -1.173 0.104 1.067 -0.4 0.0 0.0 -0.46
C -0.748 -0.155 -0.316 1.8 0.0 -0.1 -0.08
O 0.980 0.001 -0.450 -1.3 -0.3 -0.9 -1.08
Li 2.033 -0.248 -1.801 -0.7 0.1 0.5 0.82
Li 1.517 0.504 1.188 -1.2 -0.2 -0.2 0.79
H -1.263 0.560 -0.986 0.6 -0.2 0.1 0.26
H -1.049 -1.184 -0.592 0.5 0.4 0.0 0.25
```
Forces are in eV/Å.

Relative energy (zero: lowest compared OMol25 entry of this formula, charge and spin): 53.3 kcal/mol
Multiplicity: 1
LUMO energy: -1.14 eV
E: -6609.4652 eV
Largest force on an atom: 1.8 eV/A

ORCA calculation (the ωB97M-V functional and the def2-TZVPD basis) on a molecular structure, C10H22Br2NaO8 in a non-equilibrium geometry.

XYZ file:
```
43
Properties=species:S:1:pos:R:3:forces:R:3:mulliken_charge:R:1
Na -7.624 -26.071 -27.841 0.9 -1.1 0.2 0.73
C -7.662 -27.973 -24.930 0.5 -0.1 0.2 -0.64
O -6.963 -27.532 -26.022 -0.6 1.0 -0.2 -0.75
H -7.210 -28.890 -24.493 -0.1 -0.2 -0.1 0.22
H -7.679 -27.287 -24.053 0.0 0.2 -0.1 0.10
H -8.734 -28.214 -25.094 -0.1 -0.1 -0.2 0.16
C -5.429 -26.800 -30.857 -0.8 0.6 1.4 -0.32
O -5.514 -27.060 -29.495 -0.1 0.6 -0.8 -0.77
H -5.559 -25.710 -31.049 -0.2 -0.1 -0.5 0.04
H -4.475 -27.010 -31.374 0.2 -0.5 0.1 0.24
H -6.264 -27.275 -31.403 0.2 -0.2 -0.5 -0.07
Br -3.484 -25.089 -26.124 0.0 0.0 0.1 -0.18
C -4.703 -25.048 -24.603 -0.5 -0.1 -0.1 -0.49
C -5.976 -24.343 -25.049 0.7 -0.4 0.2 -0.05
Br -7.230 -24.318 -23.511 0.4 0.2 -0.6 -0.24
H -4.161 -24.561 -23.799 -0.2 0.1 0.1 0.42
H -4.967 -26.076 -24.362 0.2 -0.1 -0.1 0.29
H -6.404 -24.960 -25.833 -0.3 0.0 0.2 -0.18
H -5.766 -23.339 -25.407 -0.3 0.1 0.2 0.44
C -8.976 -28.604 -30.978 0.2 -2.0 -1.3 -0.70
O -9.358 -27.300 -31.399 -0.3 0.0 1.2 -0.29
C -9.837 -26.498 -30.457 0.1 0.9 -0.9 0.96
O -9.979 -26.692 -29.285 0.1 -0.3 0.7 -0.65
O -10.145 -25.348 -31.073 0.4 -0.1 -0.8 -0.37
C -10.736 -24.316 -30.333 -1.6 -0.1 0.7 -0.55
H -9.155 -28.994 -29.978 -0.1 1.2 0.4 0.34
H -7.932 -28.752 -31.247 0.1 0.2 0.3 0.25
H -9.553 -29.295 -31.608 0.1 0.2 -0.1 0.29
H -10.879 -23.450 -30.974 0.8 0.1 0.0 0.23
H -10.246 -24.134 -29.378 0.3 0.2 -0.2 0.17
H -11.778 -24.583 -30.098 0.2 -0.2 0.2 0.35
C -4.996 -24.006 -29.546 0.7 -0.4 0.9 -0.47
O -6.078 -23.160 -29.951 -0.2 0.5 -0.7 -0.33
C -7.110 -23.065 -29.166 0.1 0.1 1.0 0.88
O -7.329 -23.678 -28.137 0.1 -0.4 -0.2 -0.52
O -7.918 -22.098 -29.599 0.0 0.3 -0.5 -0.37
C -8.864 -21.571 -28.680 -0.7 -0.1 -0.4 -0.75
H -4.439 -23.519 -28.745 -0.2 0.1 0.2 0.27
H -4.302 -24.128 -30.371 -0.4 0.1 -0.2 0.26
H -5.354 -24.984 -29.210 0.2 -0.3 -0.1 0.14
H -9.684 -21.194 -29.292 0.1 0.2 -0.1 0.26
H -8.428 -20.747 -28.122 0.1 -0.1 0.2 0.30
H -9.303 -22.325 -28.032 0.4 -0.1 0.2 0.32
```
Forces are in eV/Å.

Relative energy (zero: lowest compared OMol25 entry of this formula, charge and spin): 0.0 kcal/mol
Multiplicity: 1
LUMO energy: 2.07 eV
Net charge: -1
E: -171607.7383 eV
Largest force on an atom: 2.4 eV/A